1.
ORCA calculation (ωB97M-V/def2-TZVPD) on an isolated molecule of C25H27N5O3S.

Properties
Spin multiplicity = 1
M = 477.590 g mol⁻¹
Electronic energy = -1866.52769 Ha
SMILES = CCN1CCN(c2nc3c(C)cccn3c(=O)c2/C=C(\C#N)S(=O)(=O)c2ccc(C)cc2)CC1
Orbital gap = 7.5 eV
Energy above the lowest of the compared OMol25 structures with the same formula, charge and spin = 3.5209 eV
HOMO energy = -8.19 eV

Bonds (Å) are listed after each position.
Element x y z (Å)
1 C 5.14017 -2.77718 2.20393  C2 1.526, H35 1.086, H36 1.087, H37 1.087
2 C 4.02447 -2.84267 1.16524  C1 1.526, N3 1.455, H38 1.101, H39 1.093
3 N 4.29968 -1.93748 0.05988  C2 1.455, C4 1.452, C34 1.445
4 C 4.02064 -0.53906 0.33341  N3 1.452, C5 1.553, H40 1.096, H41 1.091
5 C 2.67052 -0.04849 -0.25703  C4 1.553, N6 1.442, H42 1.087, H43 1.094
6 N 1.73755 -1.14739 -0.27581  C5 1.442, C7 1.342, C33 1.453
7 C 0.71953 -1.29176 0.58736  N6 1.342, N8 1.347, C18 1.419
8 N 0.37337 -2.55781 0.88868  C7 1.347, C9 1.307
9 C -0.41695 -2.80461 1.89934  N8 1.307, C10 1.431, N15 1.374
10 C -0.75477 -4.16150 2.20251  C9 1.431, C11 1.492, C12 1.364
11 C -0.25376 -5.21784 1.27601  C10 1.492, H44 1.086, H45 1.089, H46 1.088
12 C -1.49165 -4.43057 3.31806  C10 1.364, C13 1.412, H47 1.080
13 C -1.92488 -3.38439 4.16079  C12 1.412, C14 1.355, H48 1.077
14 C -1.61362 -2.10511 3.84022  C13 1.355, N15 1.359, H49 1.080
15 N -0.88433 -1.81485 2.73032  C9 1.374, C14 1.359, C16 1.444
16 C -0.70395 -0.42368 2.38899  N15 1.444, O17 1.215, C18 1.430
17 O -1.23188 0.41275 3.09538  C16 1.215
18 C 0.05238 -0.19718 1.19709  C7 1.419, C16 1.430, C19 1.428
19 C -0.03775 1.12365 0.66147  C18 1.428, C20 1.351, H50 1.084
20 C 0.04620 1.49222 -0.63514  C19 1.351, C21 1.387, S23 1.805
21 C 0.18942 0.68613 -1.75424  C20 1.387, N22 1.152
22 N 0.24580 0.05924 -2.71908  C21 1.152
23 S -0.11258 3.24126 -1.04976  C20 1.805, O24 1.438, O25 1.439, C26 1.788
24 O -0.24499 3.97362 0.18083  S23 1.438
25 O 0.97729 3.58010 -1.92689  S23 1.439
26 C -1.65224 3.30596 -1.95737  S23 1.788, C27 1.381, C32 1.381
27 C -2.83057 3.49280 -1.26199  C26 1.381, C28 1.383, H51 1.079
28 C -4.02845 3.48956 -1.95362  C27 1.383, C29 1.392, H52 1.080
29 C -4.05114 3.29269 -3.33120  C28 1.392, C30 1.497, C31 1.392
30 C -5.35142 3.26521 -4.07350  C29 1.497, H53 1.090, H54 1.087, H55 1.087
31 C -2.84935 3.10174 -4.00688  C29 1.392, C32 1.383, H56 1.080
32 C -1.64658 3.10568 -3.32377  C26 1.381, C31 1.383, H57 1.078
33 C 2.14993 -2.25121 -1.12534  N6 1.453, C34 1.540, H58 1.096, H59 1.089
34 C 3.68695 -2.32546 -1.18962  N3 1.445, C33 1.540, H60 1.092, H61 1.093
35 H 6.09715 -2.96529 1.72561  C1 1.086
36 H 4.97547 -3.52673 2.97397  C1 1.087
37 H 5.18259 -1.80084 2.67937  C1 1.087
38 H 3.05528 -2.64505 1.64902  C2 1.101
39 H 3.99113 -3.85532 0.75659  C2 1.093
40 H 4.82447 0.06957 -0.09523  C4 1.096
41 H 4.02084 -0.38465 1.41301  C4 1.091
42 H 2.29904 0.77073 0.35361  C5 1.087
43 H 2.80838 0.31839 -1.27801  C5 1.094
44 H -0.60027 -6.20004 1.58393  C11 1.086
45 H 0.83463 -5.20615 1.26048  C11 1.089
46 H -0.59217 -5.01199 0.26273  C11 1.088
47 H -1.74786 -5.44994 3.56434  C12 1.080
48 H -2.50073 -3.59710 5.04550  C13 1.077
49 H -1.91744 -1.24033 4.41196  C14 1.080
50 H -0.29625 1.90776 1.36408  C19 1.084
51 H -2.78954 3.65363 -0.19608  C27 1.079
52 H -4.95574 3.64229 -1.42107  C28 1.080
53 H -5.72187 2.24124 -4.13007  C30 1.090
54 H -6.10159 3.86717 -3.56688  C30 1.087
55 H -5.22651 3.63294 -5.08889  C30 1.087
56 H -2.85749 2.95000 -5.07609  C31 1.080
57 H -0.70432 2.96788 -3.82977  C32 1.078
58 H 1.73383 -2.08595 -2.12544  C33 1.096
59 H 1.72822 -3.16608 -0.71051  C33 1.089
60 H 3.99724 -3.34067 -1.44373  C34 1.092
61 H 4.06904 -1.65343 -1.96172  C34 1.093

***

2.
ORCA calculation (ωB97M-V/def2-TZVPD) on a cluster of 3 separate species, C25H27NO3 in total.

Properties
Spin multiplicity = 1
M = 389.495 g mol⁻¹
Electronic energy = -1249.29447 Ha
SMILES = CCC[C@H](C)N1C(=O)c2cccc(O)c2C1=O.c1ccccc1.c1ccccc1
Orbital gap = 9.4 eV
Energy above the lowest of the compared OMol25 structures with the same formula, charge and spin = 1.9921 eV
HOMO energy = -9.48 eV

Bonds (Å) are listed after each position.
Element x y z (Å)
1 C -6.03417 3.47034 -2.66307  C2 1.534, H18 1.086, H19 1.086, H20 1.087
2 C -4.56506 3.29538 -2.25901  C1 1.534, C3 1.540, H21 1.088, H22 1.086
3 C -3.70807 4.40795 -2.89171  C2 1.540, C4 1.545, H23 1.086, H24 1.087
4 C -2.54994 4.90371 -1.99802  C3 1.545, C5 1.528, N6 1.468, H25 1.097
5 C -2.57016 6.42608 -1.86512  C4 1.528, H26 1.087, H27 1.088, H28 1.085
6 N -1.24627 4.46742 -2.51398  C4 1.468, C7 1.446, C16 1.450
7 C -1.21063 3.08074 -2.92237  N6 1.446, O8 1.184, C9 1.505
8 O -1.33949 2.68127 -4.02983  C7 1.184
9 C -0.89632 2.31080 -1.66761  C7 1.505, C10 1.385, C15 1.386
10 C -1.14685 0.99524 -1.31282  C9 1.385, C11 1.397, H29 1.079
11 C -0.75282 0.60048 -0.03238  C10 1.397, C12 1.391, H30 1.081
12 C -0.13838 1.47916 0.85383  C11 1.391, C13 1.397, H31 1.080
13 C 0.12019 2.79960 0.47650  C12 1.397, O14 1.366, C15 1.391
14 O 0.75806 3.64819 1.33561  C13 1.366, H32 0.962
15 C -0.28401 3.19550 -0.79381  C9 1.386, C13 1.391, C16 1.507
16 C -0.21110 4.52510 -1.49989  N6 1.450, C15 1.507, O17 1.185
17 O 0.55078 5.42017 -1.35217  C16 1.185
18 H -6.60158 2.57298 -2.43414  C1 1.086
19 H -6.12937 3.70548 -3.71911  C1 1.086
20 H -6.44809 4.29998 -2.09498  C1 1.087
21 H -4.20397 2.32858 -2.60473  C2 1.088
22 H -4.52317 3.36312 -1.17561  C2 1.086
23 H -3.36337 4.11174 -3.87840  C3 1.086
24 H -4.37251 5.25445 -3.04459  C3 1.087
25 H -2.74362 4.51777 -0.98915  C4 1.097
26 H -3.58978 6.75537 -1.68008  C5 1.087
27 H -1.97966 6.74026 -1.00764  C5 1.088
28 H -2.22133 6.89743 -2.77847  C5 1.085
29 H -1.62518 0.31836 -2.00329  C10 1.079
30 H -0.94767 -0.40848 0.30471  C11 1.081
31 H 0.14934 1.15536 1.84309  C12 1.080
32 H 0.22832 4.43323 1.50365  O14 0.962
33 C 1.87976 -2.66962 4.86553  C34 1.388, C38 1.388, H39 1.082
34 C 2.65976 -3.22127 3.85845  C33 1.388, C35 1.388, H40 1.083
35 C 2.29761 -3.05555 2.52890  C34 1.388, C36 1.388, H41 1.083
36 C 1.15285 -2.34066 2.20561  C35 1.388, C37 1.388, H42 1.083
37 C 0.36944 -1.79508 3.21330  C36 1.388, C38 1.388, H43 1.084
38 C 0.73309 -1.95768 4.54301  C33 1.388, C37 1.388, H44 1.082
39 H 2.16565 -2.79450 5.90186  C33 1.082
40 H 3.55172 -3.78111 4.11074  C34 1.083
41 H 2.90804 -3.48334 1.74362  C35 1.083
42 H 0.87263 -2.21019 1.16783  C36 1.083
43 H -0.52745 -1.24120 2.96276  C37 1.084
44 H 0.12277 -1.53000 5.32792  C38 1.082
45 C 4.31295 -8.03343 -0.30309  C46 1.388, C50 1.388, H51 1.082
46 C 3.32833 -7.48705 0.50821  C45 1.388, C47 1.388, H52 1.082
47 C 3.63206 -6.42416 1.34753  C46 1.388, C48 1.388, H53 1.083
48 C 4.92100 -5.90986 1.37784  C47 1.388, C49 1.388, H54 1.083
49 C 5.90732 -6.46050 0.57129  C48 1.388, C50 1.388, H55 1.082
50 C 5.60291 -7.52151 -0.26991  C45 1.388, C49 1.388, H56 1.082
51 H 4.07526 -8.85884 -0.96167  C45 1.082
52 H 2.32367 -7.88919 0.48629  C46 1.082
53 H 2.86363 -5.99639 1.97929  C47 1.083
54 H 5.15800 -5.07908 2.03129  C48 1.083
55 H 6.91350 -6.06245 0.59816  C49 1.082
56 H 6.37138 -7.95008 -0.90019  C50 1.082

***

3.
ORCA calculation (ωB97M-V/def2-TZVPD) on the ion C25H27O with charge +1.

Properties
Spin multiplicity = 1
M = 343.490 g mol⁻¹
Electronic energy = -1043.73183 Ha
Total charge = +1
Orbital gap = 5.1 eV
Energy above the lowest of the compared OMol25 structures with the same formula, charge and spin = 1.6900 eV
HOMO energy = -10.63 eV

Bonds (Å) are listed after each position.
Element x y z (Å)
1 C -1.78980 -3.61989 0.51012  C2 1.496, H12 1.095, H13 1.089, H14 1.092
2 C -2.77776 -2.49726 0.55939  C1 1.496, C3 1.486, C11 1.387
3 C -2.29302 -1.09477 0.63460  C2 1.486, C4 1.445, C6 1.446
4 C -0.87644 -0.81273 0.60955  C3 1.445, C5 1.482, H15 1.079
5 C 0.02321 0.32539 0.30716  C4 1.482, H16 1.116, H17 1.153, C32 1.527
6 C -3.32301 -0.08487 0.73368  C3 1.446, C7 1.511, C8 1.390
7 C -2.93714 1.36721 0.89736  C6 1.511, H18 1.105, H19 1.113, H20 1.112
8 C -4.67366 -0.41222 0.74761  C6 1.390, C9 1.405, H21 1.099
9 C -5.09807 -1.74943 0.68140  C8 1.405, C10 1.466, C11 1.400
10 C -6.53241 -2.05105 0.67324  C9 1.466, H22 1.086, H23 1.085, H24 1.089
11 C -4.13831 -2.76403 0.58586  C2 1.387, C9 1.400, H25 1.119
12 H -2.31594 -4.57453 0.40324  C1 1.095
13 H -1.10554 -3.54772 -0.33415  C1 1.089
14 H -1.17560 -3.69635 1.40989  C1 1.092
15 H -0.32846 -1.71523 0.83066  C4 1.079
16 H 0.39650 0.82131 1.23487  C5 1.116
17 H -0.58202 1.02682 -0.37885  C5 1.153
18 H -3.83067 1.94295 1.19893  C7 1.105
19 H -2.14320 1.53429 1.65977  C7 1.113
20 H -2.59495 1.82380 -0.05680  C7 1.112
21 H -5.39711 0.40857 0.85387  C8 1.099
22 H -6.68324 -3.12400 0.59773  C10 1.086
23 H -6.99717 -1.70008 1.58887  C10 1.085
24 H -7.03670 -1.54069 -0.14607  C10 1.089
25 H -4.46426 -3.83431 0.55431  C11 1.119
26 C 3.20101 4.03210 -4.62493  O27 1.429, H41 1.078, H42 1.108, H43 1.104
27 O 3.23489 2.60385 -4.64215  C26 1.429, C28 1.376
28 C 2.98151 2.00039 -3.43137  O27 1.376, C29 1.419, C40 1.427
29 C 2.90662 0.58352 -3.46257  C28 1.419, C30 1.399, H44 1.102
30 C 2.50890 -0.13125 -2.32823  C29 1.399, C31 1.410, H45 1.098
31 C 2.08881 0.55774 -1.17182  C30 1.410, C32 1.537, C39 1.394
32 C 1.43422 -0.17656 0.00868  C5 1.527, C31 1.537, C33 1.595, H46 1.044
33 C 2.47444 -0.27588 1.21402  C32 1.595, C34 1.413, C38 1.446
34 C 2.43049 -1.38023 2.09499  C33 1.413, C35 1.409, H47 1.081
35 C 2.81040 -1.18678 3.43779  C34 1.409, C36 1.367, H48 1.046
36 C 3.32597 0.00489 3.86421  C35 1.367, C37 1.373, H49 1.071
37 C 3.70524 0.95368 2.94651  C36 1.373, C38 1.427, H50 1.094
38 C 3.38643 0.78977 1.56547  C33 1.446, C37 1.427, H51 1.115
39 C 2.26546 1.93810 -1.08569  C31 1.394, C40 1.411, H52 1.095
40 C 2.68910 2.67776 -2.21012  C28 1.427, C39 1.411, H53 1.106
41 H 3.32446 4.30219 -5.66111  C26 1.078
42 H 2.24886 4.46588 -4.26009  C26 1.108
43 H 4.02802 4.47276 -4.04096  C26 1.104
44 H 3.17377 0.03636 -4.38112  C29 1.102
45 H 2.43108 -1.22643 -2.33438  C30 1.098
46 H 1.19801 -1.15033 -0.28504  C32 1.044
47 H 2.03529 -2.32525 1.74890  C34 1.081
48 H 2.57821 -1.93859 4.12677  C35 1.046
49 H 3.52286 0.20347 4.89773  C36 1.071
50 H 4.13378 1.92327 3.21605  C37 1.094
51 H 3.74556 1.52592 0.80949  C38 1.115
52 H 2.01774 2.50971 -0.18477  C39 1.095
53 H 2.79367 3.77875 -2.18248  C40 1.106

***

| no. | largest force on an atom (eV/A) |
| --- | --- |
| 1 | 1.87 |
| 2 | 1.39 |
| 3 | 3.52 |